This record from the Open Molecules 2025 dataset describes a cluster of 2 separate species, C5H10O2 in total. The level of theory is wB97M-V/def2-TZVPD.

CARTESIAN COORDINATES (ANGSTROEM)
C1 1.125 1.102 2.403
C2 -1.236 0.379 -2.142
C3 -1.049 0.118 -0.784
O1 -1.727 -0.943 -0.014
C4 0.247 0.602 -0.164
C5 0.212 0.515 1.268
H1 0.489 1.841 2.918
H2 1.899 1.690 1.851
H3 1.223 0.265 3.053
H4 -2.116 0.149 -2.614
H5 -0.492 0.872 -2.740
H6 -2.397 -0.448 0.679
H7 1.019 1.211 -0.744
H8 -0.646 -0.122 1.590
H9 1.818 -2.730 -1.207
H10 0.340 -2.391 -1.615
O2 1.290 -2.109 -1.739

frontier orbital gap (alpha / beta) = 9.707 / 6.931 eV
energy relative to the best compared isomer or geometry (same formula, charge and spin) = 52.3 kcal/mol
multiplicity = 2
maximum force = 5.0 eV/A
total charge = +1

This record from the Open Molecules 2025 dataset describes a cluster of 2 separate species, C5H10O2P in total. The level of theory is wB97M-V/def2-TZVPD.

CARTESIAN COORDINATES (ANGSTROEM)
C1 -0.329 0.196 -1.151
C2 -0.091 0.773 0.018
C3 -0.251 2.345 0.144
C4 0.069 0.027 1.260
C5 -0.026 -2.347 -0.976
O1 -0.009 -2.872 1.628
O2 2.290 -2.212 0.664
P1 0.869 -2.774 0.475
H1 -0.630 0.531 -2.209
H2 -0.066 2.856 -0.883
H3 -1.272 2.523 0.689
H4 0.651 2.738 0.823
H5 0.004 0.619 2.221
H6 -0.578 -0.847 1.425
H7 1.006 -0.502 1.273
H8 -0.818 -3.035 -1.040
H9 0.620 -2.399 -1.890
H10 0.975 -4.058 -0.037

frontier orbital gap (alpha / beta) = 7.999 / 7.799 eV
energy relative to the best compared isomer or geometry (same formula, charge and spin) = 103.8 kcal/mol
maximum force = 4.2 eV/A
total charge = -1

This record from the Open Molecules 2025 dataset describes the molecule C5H10O2S2. The level of theory is wB97M-V/def2-TZVPD.

CARTESIAN COORDINATES (ANGSTROEM)
C1 -0.779 0.379 -1.832
C2 -0.547 0.685 -0.346
C3 0.129 -0.763 -2.267
C4 0.635 -0.117 0.178
C5 0.379 -0.905 2.877
O1 1.301 -2.499 0.978
O2 -1.095 -1.912 0.897
S1 1.431 -0.543 -3.328
S2 0.268 -1.509 1.152
H1 -1.814 0.076 -2.025
H2 -0.580 1.255 -2.458
H3 -0.390 1.756 -0.180
H4 -1.415 0.378 0.240
H5 -0.163 -1.782 -2.100
H6 1.623 0.287 0.265
H7 -0.083 -1.623 3.542
H8 1.429 -0.778 3.107
H9 -0.148 0.040 2.915
H10 1.490 0.795 -3.238

frontier orbital gap (alpha / beta) = 9.036 / 6.430 eV
energy relative to the best compared isomer or geometry (same formula, charge and spin) = 52.3 kcal/mol
maximum force = 1.6 eV/A

This record from the Open Molecules 2025 dataset describes the molecule C5H10O3. The level of theory is wB97M-V/def2-TZVPD.

CARTESIAN COORDINATES (ANGSTROEM)
C1 1.837 -0.502 -0.642
C2 0.617 0.277 -1.047
O1 0.642 1.340 -1.622
C3 -0.713 -0.574 -0.976
O2 -0.514 -1.928 -0.681
C4 -1.507 0.195 0.060
C5 -0.609 1.076 1.136
O3 0.126 0.194 1.958
H1 2.727 0.110 -0.773
H2 1.898 -1.407 -1.241
H3 1.767 -0.826 0.394
H4 -1.170 -0.520 -1.967
H5 -0.325 -2.005 0.267
H6 -2.074 -0.507 0.678
H7 -2.161 0.931 -0.406
H8 -1.369 1.584 1.733
H9 0.002 1.883 0.723
H10 0.829 0.680 2.404

frontier orbital gap = 9.801 eV
structure (SMILES) = CC(=O)[C@@H](O)CCO
energy relative to the best compared isomer or geometry (same formula, charge and spin) = 36.5 kcal/mol
maximum force = 2.9 eV/A

This record from the Open Molecules 2025 dataset describes the molecule C5H10O3. The level of theory is wB97M-V/def2-TZVPD.

CARTESIAN COORDINATES (ANGSTROEM)
C1 -1.386 0.710 0.694
C2 -0.721 -0.317 -0.131
C3 -1.515 -1.305 -1.022
O1 -0.017 0.440 -1.161
C4 0.838 1.346 -0.402
O2 1.416 0.761 0.781
C5 1.480 -0.619 0.676
O3 0.093 -1.113 0.671
H1 -2.075 0.079 1.336
H2 -0.718 1.438 1.154
H3 -2.086 1.261 -0.020
H4 -0.845 -1.876 -1.664
H5 -2.155 -0.565 -1.557
H6 -2.388 -1.984 -0.542
H7 0.260 2.207 -0.079
H8 1.661 1.743 -1.106
H9 2.191 -0.976 -0.221
H10 2.031 -0.913 1.482

frontier orbital gap = 10.946 eV
structure (SMILES) = CC1(C)OCOCO1
energy relative to the best compared isomer or geometry (same formula, charge and spin) = 69.3 kcal/mol
maximum force = 4.1 eV/A

This record from the Open Molecules 2025 dataset describes the molecule C5H10O3. The level of theory is wB97M-V/def2-TZVPD.

CARTESIAN COORDINATES (ANGSTROEM)
C1 1.711 -0.361 -1.536
C2 1.228 -0.085 -0.151
C3 -0.367 -0.816 0.221
C4 -0.872 -1.452 1.475
C5 -0.003 0.600 0.197
O1 -0.022 1.333 1.364
O2 -0.711 1.406 -0.957
O3 -1.900 2.062 -0.433
H1 0.885 -0.521 -2.218
H2 2.291 0.490 -1.900
H3 2.364 -1.234 -1.554
H4 2.010 0.067 0.588
H5 -0.673 -1.289 -0.707
H6 -0.679 -2.522 1.477
H7 -0.428 -0.980 2.349
H8 -1.957 -1.315 1.539
H9 -0.842 1.858 1.338
H10 -2.035 2.759 -1.096

frontier orbital gap = 9.808 eV
structure (SMILES) = C[C@@H]1[C@@H](C)C1(O)OO
energy relative to the best compared isomer or geometry (same formula, charge and spin) = 119.4 kcal/mol
maximum force = 3.7 eV/A

This record from the Open Molecules 2025 dataset describes the molecule C5H10O3S. The level of theory is wB97M-V/def2-TZVPD.

CARTESIAN COORDINATES (ANGSTROEM)
C1 -1.157 -2.967 0.313
C2 -0.409 -2.057 0.920
S1 0.565 -0.901 -0.032
O1 1.937 -1.115 0.380
O2 0.244 -1.003 -1.447
C3 0.328 1.069 0.183
C4 -1.135 1.429 -0.060
C5 1.061 1.670 -1.036
O3 0.651 1.374 1.484
H1 -1.824 -3.732 0.675
H2 -1.133 -3.025 -0.831
H3 -0.246 -1.922 1.945
H4 -1.838 1.023 0.815
H5 -1.534 1.113 -0.925
H6 -0.989 2.494 0.027
H7 2.226 1.572 -1.030
H8 0.938 2.767 -1.144
H9 0.745 1.106 -1.845
H10 1.569 1.106 1.610

frontier orbital gap = 9.918 eV
structure (SMILES) = C=CS(=O)(=O)C(C)(C)O
energy relative to the best compared isomer or geometry (same formula, charge and spin) = 61.2 kcal/mol
maximum force = 5.8 eV/A